No. 1
DFT (ωB97M-V/def2-TZVPD) results for C4H6N4S2 in the gas phase in a non-equilibrium geometry.

CARTESIAN COORDINATES (ANGSTROEM)
C 1.42385 0.37649 -0.39377
C -1.47244 -0.48020 -0.27137
C -0.28654 1.75551 0.30857
C 0.34929 -1.70695 0.43348
N 0.89161 1.62810 -0.59470
N -0.95938 -1.69826 -0.22079
N -0.53733 0.40336 0.72984
N 0.69498 -0.29355 0.59049
S 2.82280 -0.18807 -0.90782
S -2.76810 0.27795 -0.90681
H -0.12603 2.34361 1.11905
H -1.27059 2.01254 -0.24481
H 0.18446 -1.93034 1.52123
H 1.02619 -2.27493 -0.19159
H 1.62406 2.26961 -0.50763
H -1.59685 -2.49488 -0.46337

* spin multiplicity: 1
* DFT total energy: -1171.359096 Eh
* charge: 0
* ΔE to the lowest compared entry with this formula, charge and spin: 36.8 kcal per mole
* HOMO level: -8.56 eV
* gap between HOMO and LUMO: 9.01 eV
* E_LUMO: 0.45 eV
* SMILES: S=C1NCN2C(=S)NCN12

No. 2
DFT (ωB97M-V/def2-TZVPD) results for a molecular structure, C23H21CsN6O11 in a non-equilibrium geometry.

CARTESIAN COORDINATES (ANGSTROEM)
Cs -0.32899 -0.37106 0.54837
O -2.09418 -0.76298 4.91466
C -2.18193 -0.66087 3.68974
N -1.84505 -1.53176 2.73756
C -1.73007 -2.86433 2.85448
O -2.43413 -3.66183 3.46707
C -0.53161 -3.43144 2.07420
C 0.50217 -4.02855 2.79245
C 1.65008 -4.40568 2.12186
C 1.72963 -4.19626 0.75138
C 0.64259 -3.62768 0.10996
N -0.46580 -3.24855 0.75330
C -2.72153 0.69090 3.15325
C -3.38673 1.52385 4.04623
C -3.98039 2.67850 3.56790
C -3.88037 2.97632 2.21845
C -3.15920 2.11643 1.40112
N -2.60186 0.99702 1.86022
H 0.39338 -4.15545 3.86145
H 2.48518 -4.83525 2.66259
H 2.62041 -4.44011 0.18753
H 0.66626 -3.40060 -0.95066
H -3.43037 1.23068 5.08554
H -4.52263 3.33526 4.23897
H -4.33529 3.86142 1.79238
H -3.05935 2.31979 0.33943
O 1.04837 0.81585 -3.24252
C 1.28571 0.01264 -2.32766
O 0.51501 -0.88428 -1.87716
C 2.62656 0.11053 -1.60920
C 3.76608 -0.40293 -2.14822
C 4.98058 -0.33160 -1.43522
C 5.05575 0.25874 -0.19539
C 3.89404 0.77408 0.35699
C 2.62762 0.77736 -0.31422
O 1.56532 1.29032 0.11638
N 4.03174 1.36806 1.68283
O 3.04580 1.47668 2.38449
O 5.14147 1.77611 2.01887
N 6.18131 -0.89559 -2.00920
O 6.11834 -1.37265 -3.13546
O 7.24166 -0.76897 -1.40598
H 3.75032 -0.87016 -3.12269
H 5.98597 0.31524 0.34396
C 0.74284 4.20580 0.27094
O 0.00169 3.53796 -0.72824
H 1.73864 4.49997 -0.08464
H 0.87357 3.59225 1.16549
H 0.19428 5.11264 0.53585
H 0.41593 2.67119 -0.85688
C -1.94516 -0.64037 -4.07120
N -3.06004 0.13988 -3.57208
C -4.33215 0.01191 -4.23267
C -2.89207 1.05879 -2.59359
O -3.76776 1.80370 -2.17975
H -1.66528 -0.31614 -5.07887
H -2.22569 -1.69699 -4.10967
H -1.07952 -0.52851 -3.41676
H -4.63379 -1.03879 -4.26773
H -4.28655 0.38504 -5.26270
H -5.07188 0.58667 -3.68146
H -1.86898 1.05782 -2.19606

* spin multiplicity: 1
* DFT total energy: -2065.363284 Eh
* charge: -2
* ΔE to the lowest compared entry with this formula, charge and spin: 25.4 kcal per mole
* HOMO level: -3.02 eV
* gap between HOMO and LUMO: 6.98 eV
* E_LUMO: 3.97 eV

No. 3
DFT (ωB97M-V/def2-TZVPD) results for a gas-phase ion, C21H17ClNO2 (charge +1) in a non-equilibrium geometry.

CARTESIAN COORDINATES (ANGSTROEM)
C 6.52176 2.48619 -1.03578
O 5.91129 1.17861 -1.08419
C 4.55956 1.04695 -1.07967
C 4.06410 -0.27766 -1.00329
C 2.72278 -0.50851 -0.78506
C 1.80192 0.54582 -0.66582
C 0.38811 0.22730 -0.51351
O -0.35460 1.36679 -0.44665
C -1.73020 1.28670 -0.51811
C -2.43400 0.10108 -0.39028
C -3.83778 0.17551 -0.55294
C -4.43881 1.41502 -0.78289
C -3.67971 2.58089 -0.93833
C -2.30905 2.52855 -0.74922
C -1.65763 -1.18535 -0.23708
C -0.18858 -0.97961 -0.27068
C 2.29346 1.86846 -0.81186
C 3.64074 2.12995 -1.03640
H 7.58980 2.26137 -1.02630
H 6.26479 3.07120 -1.92848
H 6.24459 3.03899 -0.12728
H 4.76259 -1.10476 -1.07955
H 2.31906 -1.51443 -0.77949
H -4.45909 -0.72173 -0.48654
H -5.52577 1.48138 -0.88085
H -4.11753 3.52481 -1.24324
H -1.64892 3.38731 -0.86728
H -1.88602 -1.80410 -1.11645
H 0.44924 -1.86109 -0.18565
H 1.61597 2.72167 -0.82765
H 4.00474 3.15651 -1.16426
Cl -3.10263 -4.45329 4.51216
C -2.70758 -3.49386 3.12388
C -2.08371 -2.25918 3.29969
C -1.77252 -1.50922 2.17556
N -2.06543 -1.96815 0.93570
C -2.67314 -3.16825 0.76291
C -3.01213 -3.96367 1.84764
H -1.84240 -1.88500 4.28886
H -1.27337 -0.54017 2.21838
H -2.85873 -3.46441 -0.26470
H -3.49517 -4.91861 1.71471

* spin multiplicity: 1
* DFT total energy: -1475.614514 Eh
* charge: +1
* HOMO level: -10.58 eV
* gap between HOMO and LUMO: 6.42 eV
* E_LUMO: -4.16 eV
* SMILES: COc1ccc(C2=C[C@@H]([n+]3ccc(Cl)cc3)c3ccccc3O2)cc1

- Which of these has the highest HOMO level?
  C23H21CsN6O11